13 unconnected molecules or ions with the total composition H24O16S in a non-equilibrium geometry, computed with ωB97M-V/def2-TZVPD.

XYZ file:
```
41
Properties=species:S:1:pos:R:3:forces:R:3
S 0.07225 -0.04648 0.12932 -2.854 -3.084 1.820
O -0.01047 -1.42827 -0.15718 2.533 -3.179 -0.087
O -1.28006 0.29813 0.37343 -5.295 2.399 1.355
O 0.80030 0.27224 1.27701 3.907 0.478 3.386
O 0.46588 0.67591 -0.97321 3.601 3.943 -6.415
O 1.51443 -3.53350 -0.45959 2.583 -3.832 -1.249
H 1.00758 -2.82190 -0.17121 -0.649 2.688 0.643
H 2.45217 -3.37311 -0.70093 -1.521 0.742 0.502
O -1.58739 -2.04174 -1.94234 -0.313 1.170 -0.127
H -1.88778 -1.10338 -2.06163 0.140 -1.099 -0.301
H -0.91551 -1.89742 -1.21428 -0.727 -0.376 -1.240
O -1.55688 -2.99591 1.19031 -1.911 -0.139 1.718
H -2.23363 -2.29167 1.41328 0.663 -1.069 0.056
H -1.20549 -2.60218 0.41886 0.755 0.181 -1.011
O -3.26715 -0.87790 1.53179 0.599 1.597 -1.307
H -2.47318 -0.25918 1.18479 -1.951 -1.917 0.735
H -3.88394 -0.90162 0.76411 0.748 0.018 0.790
O 1.70000 -1.00423 -2.86076 -1.276 2.837 1.978
H 1.14145 -0.28046 -2.17561 1.591 -3.441 -2.712
H 1.13360 -1.73365 -3.15330 -0.339 0.572 0.667
O -1.90607 2.14796 2.17763 -0.132 0.371 -3.314
H -1.68340 1.45766 1.43665 -0.340 1.291 1.846
H -1.88750 1.75430 3.01478 0.206 -1.307 1.625
O 3.61993 0.32853 0.64411 -0.420 1.234 -1.461
H 2.73539 0.10486 1.00306 0.571 0.402 -0.467
H 3.46187 1.00013 -0.12587 0.228 -1.643 2.057
O 0.72539 -0.48747 3.70853 2.499 -0.802 1.440
H 0.89059 -0.15223 2.77471 0.112 -0.976 1.558
H 1.60130 -0.81571 4.17889 -2.732 1.261 -2.086
O 0.80747 2.67404 2.35804 3.890 -3.557 -0.547
H 0.99392 1.62553 2.00969 -0.960 4.499 1.197
H -0.09103 2.78601 2.19167 -2.660 0.152 -0.416
O -0.66793 2.68040 -2.35576 -0.635 6.680 -4.753
H -0.22800 2.02861 -1.97300 3.366 -4.901 3.217
H 0.04931 3.11337 -2.94448 -1.976 -1.016 1.459
O -2.44332 0.89487 -1.92852 -0.780 -0.338 -0.470
H -1.89909 1.68208 -2.16405 -0.703 -0.986 0.536
H -2.20842 0.51712 -1.05478 0.248 1.003 -0.447
O 2.83484 1.89609 -1.66123 -0.236 -0.623 -0.142
H 2.05632 1.35661 -1.34964 0.544 0.666 -0.410
H 3.25224 1.35355 -2.35330 -0.376 0.102 0.377
```
Forces are in eV/Å.

Summary:
molecular weight = 312.24 g/mol
orbital gap = 9.01 eV
energy relative to the best compared isomer or geometry (same formula, charge and spin) = 416.9 kJ/mol
spin multiplicity = 1
net charge = -2
E_LUMO = 5.1 eV

natural (NBO) population analysis, charges in e, atoms 1 to 6: atom 1 (S): 2.8176, atom 2 (O): -1.0741, atom 3 (O): -1.1244, atom 4 (O): -1.0706, atom 5 (O): -1.0985, atom 6 (O): -0.9905


13 unconnected molecules or ions with the total composition H25O13 in a non-equilibrium geometry, computed with ωB97M-V/def2-TZVPD.

XYZ file:
```
38
Properties=species:S:1:pos:R:3:forces:R:3
O -0.79679 -0.15111 -1.05109 0.951 0.251 -0.549
H -0.91717 0.41721 0.16396 -1.567 -0.867 0.501
H 1.88037 -2.56134 -0.30110 0.639 0.080 -0.274
O 1.61233 -1.00971 -1.45660 -0.058 -0.521 -0.436
H 0.64026 -0.75688 -1.31256 0.235 0.340 0.303
H -2.15103 0.62075 1.50451 -0.385 -0.190 -0.638
O 1.68576 -2.83864 0.59420 -1.080 0.148 0.917
H 2.26758 -3.48611 0.98056 0.462 -0.128 -0.518
O 1.33258 1.96473 -1.45511 0.301 0.186 -0.269
H 0.87463 1.13413 -1.61833 -0.506 0.128 0.377
H 0.92132 2.33717 -0.66588 -0.066 -0.089 0.006
O 1.08979 0.63991 3.72631 1.314 1.158 0.092
H 1.88149 2.04953 2.15385 -0.289 -0.205 0.451
H 1.02479 -0.23308 4.10548 -0.403 -0.264 -0.127
O 4.12835 0.04354 1.77129 0.534 -0.245 0.185
H 3.69843 0.85200 2.05706 -0.179 -0.038 -0.196
H 3.79601 -0.20015 0.90338 -0.344 0.203 0.043
O -0.94996 -0.81188 3.30212 0.387 -2.005 1.937
H -0.52609 -0.61790 2.46767 -1.200 0.417 -0.875
H -1.25175 -0.99222 -1.07827 -0.093 0.089 0.636
O -1.25185 0.65414 1.19525 1.657 0.895 0.090
H 0.41016 0.71498 3.05386 -0.294 -0.118 0.166
H 1.09779 3.12450 2.95322 -0.013 -0.421 0.199
O 1.62172 2.97134 2.16710 0.305 0.710 -0.727
H -1.80250 -0.42172 3.45715 -0.073 0.405 -0.774
H 2.05957 -0.22749 -1.78810 0.168 -0.064 0.091
O -1.48207 -2.78267 -2.14111 -0.453 -0.604 0.038
H -0.52649 -2.75758 -2.03604 -0.002 0.361 -0.019
H -1.81610 -1.89586 -2.30719 0.279 0.026 -0.448
O -0.35019 0.25335 -4.22631 0.524 -0.192 0.261
H 0.00090 -0.46137 -3.67675 -0.317 -0.221 -0.129
H 0.13536 0.98676 -3.83510 -0.191 0.468 -0.174
O -4.39132 -0.94268 -1.24991 -0.009 0.012 0.067
H -3.79320 -0.21516 -1.03604 0.075 -0.019 -0.172
H -3.96445 -1.73541 -0.91021 0.074 0.024 0.031
O -2.24905 2.08352 -1.39472 -0.068 0.324 -0.359
H -2.44004 1.74564 -0.51507 0.286 0.084 0.095
H -1.48093 1.54500 -1.66755 -0.600 -0.116 0.199
```
Forces are in eV/Å.

Summary:
molecular weight = 233.19 g/mol
orbital gap = 9.70 eV
energy relative to the best compared isomer or geometry (same formula, charge and spin) = 219.6 kJ/mol
spin multiplicity = 1
net charge = -1
E_LUMO = 2.8 eV

natural (NBO) population analysis, charges in e, atoms 1 to 6: atom 1 (O): -1.1897, atom 2 (H): 0.5177, atom 3 (H): 0.5036, atom 4 (O): -1.0467, atom 5 (H): 0.5002, atom 6 (H): 0.4560


13 unconnected molecules or ions with the total composition H25O13 in a non-equilibrium geometry, computed with ωB97M-V/def2-TZVPD.

XYZ file:
```
38
Properties=species:S:1:pos:R:3:forces:R:3
O 2.93126 1.69430 0.65923 -0.173 0.477 0.260
H -1.44367 -0.89853 -1.17672 -0.108 -0.488 -0.392
H -1.93500 -2.20632 2.52663 -0.256 -0.090 0.252
O -3.42870 2.07695 1.39725 -0.673 0.125 0.518
H -3.15654 1.30133 1.90025 0.290 -0.048 -0.124
H -1.28541 -0.56138 1.47718 0.102 0.812 -0.044
O -2.17595 -2.72632 1.75245 0.494 0.284 0.012
H -1.62460 -2.28031 1.07740 -0.532 -0.473 -0.176
O -0.39789 -3.66233 -0.48707 -0.247 -0.340 -0.404
H -0.98667 -2.93212 -0.74437 0.154 0.055 0.251
H 0.24746 -3.71634 -1.20124 0.010 -0.080 0.025
O -1.78402 1.51619 -1.31906 0.141 0.100 -0.547
H 3.17223 1.64475 1.58632 0.336 -0.086 0.079
H -0.81583 1.45568 -1.23293 -0.551 0.244 0.131
O 2.65485 -2.11651 2.85885 -0.637 0.232 0.368
H 2.14303 -1.39491 2.47542 0.502 0.297 -0.413
H 1.91509 -2.71823 2.98848 0.234 -0.577 0.103
O -1.29579 -0.00651 2.28644 -1.676 -0.802 0.372
H 0.90276 1.67327 -1.59956 -0.236 -0.449 -0.314
H 0.86235 4.58916 -0.91829 0.039 0.209 -0.044
O -1.14915 -0.93649 -0.27106 0.619 -0.483 0.011
H -1.99564 0.57352 -1.20820 -0.391 0.686 0.368
H -0.45617 0.39157 2.39274 1.354 0.363 -0.079
O 0.57554 3.67644 -0.93715 0.013 0.184 0.527
H -2.67675 2.31239 0.86174 0.375 -0.131 -0.495
H 0.84625 -2.37711 0.01017 0.530 0.210 0.006
O 0.37375 -0.80359 -3.83420 -0.181 -0.067 -1.036
H 0.63107 -0.01006 -3.35286 0.186 -0.170 0.552
H 0.10229 -1.51384 -3.25565 0.155 0.264 0.533
O 0.38075 0.96497 0.19545 0.088 -0.789 -0.418
H -0.34141 1.42017 0.63751 -0.159 -0.005 -0.071
H -0.05027 3.61153 -1.65849 -0.230 0.059 -0.285
O 1.79495 -2.14318 -0.07188 -0.245 0.071 0.026
H 2.25333 1.85725 -1.78844 0.874 -0.139 -0.512
H -0.10454 0.02806 -0.14056 -0.137 0.860 0.827
O 1.52569 1.54477 -2.33879 -0.228 0.150 0.601
H 1.81976 -1.19775 -0.25538 -0.001 0.026 0.002
H 1.97158 1.86956 0.70838 0.164 -0.488 -0.471
```
Forces are in eV/Å.

Summary:
molecular weight = 233.19 g/mol
orbital gap = 9.79 eV
energy relative to the best compared isomer or geometry (same formula, charge and spin) = 181.1 kJ/mol
spin multiplicity = 1
net charge = -1
E_LUMO = 2.5 eV

natural (NBO) population analysis, charges in e, atoms 1 to 6: atom 1 (O): -0.9708, atom 2 (H): 0.4368, atom 3 (H): 0.4649, atom 4 (O): -0.9672, atom 5 (H): 0.4880, atom 6 (H): 0.5117


13 unconnected molecules or ions with the total composition H25O13 in a non-equilibrium geometry, computed with ωB97M-V/def2-TZVPD.

XYZ file:
```
38
Properties=species:S:1:pos:R:3:forces:R:3
O -2.61546 -1.75782 -1.44615 -0.397 -1.725 -0.494
H 2.96026 -0.05989 2.24026 0.224 0.225 0.518
H 0.14518 0.29840 3.00295 -0.203 0.055 -0.273
O 2.14436 -2.42212 0.36898 -0.118 0.264 0.188
H 1.73255 -2.50610 -0.49065 0.264 -0.399 -0.458
H 1.03253 -0.45079 1.83965 0.238 0.158 -0.007
O -0.45253 -0.11440 3.61739 -0.536 0.463 1.523
H -0.43655 -1.04547 3.39874 0.050 0.169 -0.108
O 1.00445 2.21355 -0.75078 -0.543 1.468 -0.977
H 1.64080 1.57115 -1.06170 0.092 -0.556 0.902
H 0.65360 2.06962 0.12747 0.457 -0.668 0.086
O -0.24634 -0.57849 -1.11405 -0.059 0.806 1.164
H -3.36691 -1.20921 -1.24080 0.452 0.590 0.029
H 0.18496 -1.42503 -1.00248 0.154 -0.265 -0.101
O -0.81212 4.29207 0.19885 -0.153 -0.034 -0.159
H -1.53897 3.65862 0.17588 0.057 0.026 0.103
H -0.28161 4.05057 -0.57222 0.112 -0.097 0.122
O 0.40267 -0.90083 1.28101 -0.013 -0.399 -0.055
H 0.31019 0.74563 -3.83561 -0.299 -0.668 0.074
H -3.73468 1.20883 -1.85705 -0.320 -0.259 -0.712
O 3.56049 -0.79600 2.42348 -0.279 0.031 -0.980
H -0.17342 -0.28568 -0.09203 0.158 -0.894 -1.643
H -2.77391 0.16083 0.12145 0.456 -0.357 -0.072
O -3.25022 1.18822 -2.69089 -0.198 0.362 0.062
H 1.37876 -1.88040 0.86317 0.044 0.057 -0.100
H 0.22839 -3.78175 2.04522 -0.108 -0.143 0.936
O 3.14148 0.31481 -0.14831 -1.182 -3.459 0.436
H 3.87040 0.03759 0.43675 0.077 0.791 -0.476
H 2.62342 -0.62782 -0.10598 1.240 2.842 -0.452
O -3.06584 1.04812 0.32355 -0.491 0.397 0.571
H -3.17889 1.48987 -0.51524 0.571 0.161 0.140
H -3.36071 0.29285 -3.02097 0.140 -0.197 0.010
O -0.08414 -3.40882 2.90010 0.018 1.492 -1.864
H 0.63337 2.15902 -3.68660 -0.433 0.048 -0.493
H 3.42769 -1.26782 1.57370 0.169 -0.611 0.937
O 0.19597 1.56085 -4.32197 0.671 0.610 0.542
H -0.18212 -2.46677 2.53735 0.222 -1.475 0.557
H -1.71707 -1.37539 -1.52244 -0.535 1.190 0.526
```
Forces are in eV/Å.

Summary:
molecular weight = 233.19 g/mol
orbital gap = 9.54 eV
energy relative to the best compared isomer or geometry (same formula, charge and spin) = 285.1 kJ/mol
spin multiplicity = 1
net charge = -1
E_LUMO = 2.6 eV

natural (NBO) population analysis, charges in e, atoms 1 to 6: atom 1 (O): -1.0140, atom 2 (H): 0.4597, atom 3 (H): 0.4602, atom 4 (O): -1.0332, atom 5 (H): 0.4477, atom 6 (H): 0.4178


12 unconnected molecules or ions with the total composition H26NO11 in a non-equilibrium geometry, computed with ωB97M-V/def2-TZVPD.

XYZ file:
```
38
Properties=species:S:1:pos:R:3:forces:R:3
N -0.09916 0.02371 0.05579 2.858 -3.872 2.103
H 0.03284 0.18371 -0.87021 -1.096 1.101 -4.081
H 0.94784 -0.13329 0.21779 -1.648 -0.999 0.663
H -0.73816 -0.80529 0.23079 1.174 1.341 -0.079
H -0.27416 0.81771 0.57279 -1.505 2.524 1.206
O -0.62016 3.06171 1.41079 -0.024 -4.302 3.334
H -0.59516 3.05771 2.41379 0.068 0.623 -1.868
H -0.46916 3.87571 1.05879 0.564 3.794 -1.233
O -2.76816 1.50171 1.25779 2.355 3.623 -2.370
H -2.59616 0.86471 1.87879 0.288 -2.565 2.667
H -1.86716 2.06971 1.30879 -3.323 -1.300 -0.548
O -1.80116 -0.66929 -2.20221 -1.961 -0.452 -0.314
H -2.72016 -0.68029 -2.60121 1.602 0.667 0.214
H -1.93716 -1.45329 -1.62621 0.379 0.265 -0.179
O -1.48716 0.07471 3.38479 -4.608 2.601 1.691
H -0.80016 -0.44729 3.22879 5.187 -3.040 -1.947
H -1.93916 -0.56829 3.94579 -0.950 0.662 0.325
O -2.11516 -2.79529 -0.78921 -1.189 -2.385 3.175
H -1.58516 -3.64829 -0.95121 -1.539 1.718 0.646
H -2.79716 -2.93129 0.04079 2.671 0.106 -3.266
O 4.53584 -0.00729 1.30679 -4.662 0.986 0.875
H 5.05084 0.71971 0.97779 0.404 0.668 -0.231
H 3.54584 0.43371 1.47579 4.236 -1.639 -0.662
O 1.79084 2.35571 -1.11221 -0.227 3.177 -0.494
H 1.96884 3.23771 -1.61621 -0.541 -2.244 1.386
H 2.36384 1.75271 -1.54021 1.085 -1.123 -0.820
O 0.21284 -1.26129 -4.02021 -0.157 0.954 -0.143
H 0.49484 -2.07029 -3.66021 1.453 -2.082 -0.135
H -0.43616 -1.12729 -3.33021 -1.234 1.184 0.052
O 0.36084 -1.74129 2.55579 1.081 0.262 2.798
H 0.80984 -1.42729 3.45279 -1.154 -1.384 -2.761
H -0.05116 -2.61229 2.75779 0.595 0.795 -0.010
O -0.90016 2.45471 -1.85621 0.857 -0.282 0.640
H -0.05116 2.37471 -1.38121 -0.426 0.629 0.120
H -0.64416 1.90771 -2.59621 -0.577 -0.224 -0.926
O 2.21384 -1.74029 -1.15621 3.401 4.304 3.336
H 3.01784 -2.14729 -0.74321 -0.335 1.477 0.057
H 1.94584 -2.50129 -1.48021 -3.103 -5.567 -3.219
```
Forces are in eV/Å.

Summary:
molecular weight = 216.20 g/mol
orbital gap = 9.52 eV
energy relative to the best compared isomer or geometry (same formula, charge and spin) = 399.6 kJ/mol
spin multiplicity = 1
net charge = +1
E_LUMO = -3.5 eV

natural (NBO) population analysis, charges in e, atoms 1 to 6: atom 1 (N): -0.8417, atom 2 (H): 0.4436, atom 3 (H): 0.4498, atom 4 (H): 0.4714, atom 5 (H): 0.4489, atom 6 (O): -0.9551


14 unconnected molecules or ions with the total composition H26NO16 in a non-equilibrium geometry, computed with ωB97M-V/def2-TZVPD.

XYZ file:
```
43
Properties=species:S:1:pos:R:3:forces:R:3
N -0.33258 0.12563 -0.88733 2.058 -1.582 5.959
O -0.38658 -1.15237 -0.86833 0.473 0.219 -1.879
O 0.80242 0.68263 -0.63233 -1.809 -0.748 -2.182
O -1.37258 0.66263 -0.50833 -0.719 1.130 -1.215
O 0.37442 3.56163 -0.93933 -0.665 -0.047 -0.307
H -0.31358 2.88663 -1.05533 0.226 0.561 -0.019
H 1.01342 3.15463 -0.34633 0.150 0.187 -0.045
O -0.55358 1.35763 2.34667 0.859 1.128 1.230
H -0.58858 0.53963 2.82167 -0.185 -0.689 0.311
H -0.89858 1.12763 1.50367 -0.604 -0.097 -1.410
O -3.29158 0.02363 1.92967 0.054 -0.114 0.215
H -2.47758 -0.51137 2.00667 -0.414 -0.025 -0.320
H -3.37758 0.29863 2.84267 -0.413 0.434 0.151
O -2.35158 -3.75637 -1.08033 0.253 -0.008 0.118
H -2.55458 -2.84237 -0.87833 -1.464 0.782 -0.406
H -1.47158 -3.68337 -0.73233 1.193 -0.902 0.165
O 2.36242 0.32763 2.15667 0.564 -1.312 -1.329
H 2.00842 -0.40737 1.58567 0.214 0.439 0.707
H 1.73942 0.46463 2.84367 -1.058 0.376 0.786
O 1.14442 -3.12237 -2.02233 1.240 -3.044 -1.633
H 0.63042 -2.44337 -1.68933 -1.798 2.614 1.208
H 0.49342 -3.71737 -2.44033 0.561 0.372 0.227
O -1.14158 -1.38837 1.82767 0.953 -0.874 0.670
H -0.48658 -1.96937 2.25467 -0.413 0.264 -0.412
H -0.93058 -1.39637 0.88267 0.243 -0.079 -0.490
O 1.63442 1.08463 -3.28933 0.520 0.654 -1.279
H 1.36842 0.91263 -2.40533 -0.201 0.111 1.634
H 1.42442 0.27563 -3.73333 -0.069 -0.700 -0.576
O -2.63658 2.81063 -1.30133 -0.319 0.658 -0.927
H -2.33458 2.01063 -0.87733 0.003 -0.216 0.383
H -3.21958 3.27963 -0.70933 -0.051 -0.021 0.330
O -3.79758 -1.25337 -0.95533 1.077 1.130 -0.186
H -3.60758 -0.79837 -1.80533 -0.258 -0.525 0.655
H -3.21658 -0.72837 -0.34933 -0.827 -0.435 -0.387
O 2.27842 2.74163 0.76767 0.677 0.699 0.124
H 1.92842 1.88663 1.01267 -0.260 -0.426 0.375
H 3.09542 2.82863 1.27467 -0.249 -0.028 -0.130
O 2.17742 -2.14837 0.63467 0.127 0.093 0.711
H 3.10342 -2.29537 0.84467 0.159 -0.083 0.261
H 2.23742 -1.87137 -0.27533 -0.341 0.195 -0.790
O 4.11442 0.57963 0.08867 1.398 -0.741 -0.496
H 4.02942 1.29863 -0.53733 -0.555 0.125 0.073
H 3.38142 0.56363 0.69367 -0.329 0.527 0.123
```
Forces are in eV/Å.

Summary:
molecular weight = 296.20 g/mol
orbital gap = 8.99 eV
energy relative to the best compared isomer or geometry (same formula, charge and spin) = 113.0 kJ/mol
spin multiplicity = 1
net charge = -1
E_LUMO = 2.1 eV

natural (NBO) population analysis, charges in e, atoms 1 to 6: atom 1 (N): 0.7128, atom 2 (O): -0.5969, atom 3 (O): -0.5144, atom 4 (O): -0.5169, atom 5 (O): -0.9737, atom 6 (H): 0.4672